# C7H13NiO3

A structure of composition C7H13NiO3 at a distorted geometry (wB97M-V/def2-TZVPD, the OMol25 dataset).

The geometry in XYZ format:
```
24
Properties=species:S:1:pos:R:3:forces:R:3
C 3.070 0.331 0.363 0.7 -0.6 -0.6
C 2.691 -1.209 0.039 -1.7 1.6 -0.2
C 1.077 -1.244 0.207 1.7 -1.7 -0.7
O 0.581 -0.175 -0.644 -1.9 0.7 3.0
C -0.607 0.437 -0.073 -0.1 -1.1 -4.1
C -1.056 1.502 -1.190 1.0 0.7 1.4
C -1.720 -0.685 0.195 0.4 1.4 1.6
C -3.224 -0.182 0.083 -3.9 -2.6 -1.2
O -4.073 -1.033 -0.304 3.3 3.0 1.5
O -3.688 1.105 0.421 1.6 -1.6 0.3
H 4.156 0.372 0.700 -1.5 0.4 -0.4
H 2.405 0.738 1.226 0.7 -0.6 -0.5
H 2.874 1.019 -0.528 0.4 -1.1 1.2
H 3.227 -1.952 0.710 -0.8 1.0 -0.9
H 2.885 -1.388 -1.079 0.0 0.1 1.8
H 0.782 -1.136 1.308 0.3 0.0 -1.6
H 0.711 -2.235 -0.234 0.3 1.3 0.9
H -1.475 0.924 -2.079 0.6 0.8 1.1
H -0.105 2.094 -1.464 -1.5 -1.1 0.0
H -1.797 2.273 -0.788 0.8 -1.4 -0.6
H -1.573 -1.096 1.265 -0.5 0.5 -1.7
H -1.549 -1.543 -0.532 -0.5 1.3 0.8
H -4.653 1.082 0.640 0.9 -0.5 -0.6
Ni 1.059 2.001 1.760 -0.3 -0.6 -0.6
```
Forces are in eV/Å.

electronic energy: -2008.08521 Eh
E_LUMO (spin up / spin down): -5.8 / -6.3 eV
charge: +1
2S+1: 3

# C2H6IP

The molecule C2H6IP at a distorted geometry (wB97M-V/def2-TZVPD, the OMol25 dataset).

The geometry in XYZ format:
```
10
Properties=species:S:1:pos:R:3:forces:R:3
C -1.352 0.441 -0.170 0.5 1.6 -1.0
C -0.402 -0.803 -0.326 -0.2 1.1 2.2
P 1.232 -0.410 0.118 -1.1 -0.5 -0.6
I 3.014 0.578 1.680 -0.2 -0.1 0.4
H -2.305 0.139 -0.626 0.1 0.3 0.3
H -1.030 1.456 -0.719 -0.2 -2.5 0.7
H -1.531 0.850 0.858 0.0 -1.0 -0.6
H -0.900 -1.691 0.094 0.3 0.1 -0.4
H 1.125 0.767 -0.526 0.8 1.1 -0.8
H 2.149 -1.327 -0.382 -0.1 -0.1 -0.3
```
Forces are in eV/Å.

SMILES: CC=[PH2]I
electronic energy: -718.75514 Eh
E_LUMO: -0.7 eV
relative energy (zero: lowest compared OMol25 entry of this formula, charge and spin): 29.30 kcal per mole

# C16H31ClNO2

The ion C16H31ClNO2 with charge +1 at a distorted geometry (wB97M-V/def2-TZVPD, the OMol25 dataset).

The geometry in XYZ format:
```
51
Properties=species:S:1:pos:R:3:forces:R:3
C -1.387 -2.569 -0.268 -0.2 -0.1 0.0
H -0.776 -3.404 -0.604 0.1 0.0 -0.1
C -2.815 -3.036 -0.002 0.0 0.2 0.2
C -3.698 -1.945 0.607 0.1 -0.1 -0.3
C -4.019 -0.819 -0.377 -0.1 -0.1 0.3
C -4.712 0.389 0.271 0.2 0.2 -0.3
C -3.771 1.574 0.501 -0.1 -0.2 0.2
C -2.729 1.310 1.587 0.2 0.3 -0.4
C -1.628 2.364 1.595 -0.4 -0.2 0.7
H -2.036 3.374 1.555 0.1 -0.1 0.0
H -0.985 2.248 2.472 0.0 0.1 -0.2
O -0.811 2.250 0.410 0.0 0.2 -0.5
C 0.130 1.340 0.406 0.6 -0.2 -0.3
O 0.450 0.626 1.317 -0.1 0.0 0.2
C 0.792 1.315 -0.989 -0.9 0.5 0.3
N 2.097 0.621 -1.066 -0.1 0.1 0.1
C 1.934 -0.816 -0.776 -0.1 -1.1 0.3
H 1.504 -0.945 0.215 0.1 0.1 -0.1
H 2.905 -1.304 -0.802 0.0 0.1 -0.1
H 1.280 -1.277 -1.514 0.0 0.2 -0.1
C 2.626 0.777 -2.433 0.3 0.1 -0.8
H 2.830 1.825 -2.645 -0.1 0.0 0.1
H 1.906 0.405 -3.160 -0.1 0.0 0.1
H 3.549 0.210 -2.535 -0.1 0.0 0.1
C 3.054 1.235 -0.077 0.7 0.2 0.7
C 4.453 0.719 -0.190 -0.2 -0.1 0.1
C 4.999 -0.176 0.633 0.0 0.2 -0.2
C 6.412 -0.631 0.568 0.1 -0.1 0.1
H 6.457 -1.712 0.452 0.0 -0.1 0.0
H 6.922 -0.385 1.498 0.0 0.0 0.1
H 6.937 -0.158 -0.257 0.0 0.0 -0.1
Cl 4.075 -0.908 1.906 0.0 0.0 0.0
H 5.082 1.162 -0.946 0.2 0.0 -0.1
H 2.671 1.018 0.921 -0.1 0.1 -0.2
H 3.047 2.314 -0.246 -0.2 -0.1 -0.1
H 0.901 2.350 -1.319 0.1 -0.1 0.0
H 0.086 0.822 -1.664 0.2 0.0 0.0
H -3.207 1.303 2.567 0.0 -0.1 0.1
H -2.262 0.337 1.434 0.0 -0.1 0.1
H -4.359 2.449 0.784 0.0 0.1 0.0
H -3.263 1.811 -0.438 0.0 0.0 -0.1
H -5.520 0.731 -0.377 -0.1 0.0 0.1
H -5.161 0.093 1.220 -0.1 0.0 0.1
H -4.660 -1.231 -1.159 0.1 0.0 -0.1
H -3.103 -0.478 -0.864 0.1 0.0 -0.1
H -3.203 -1.549 1.496 0.0 0.0 0.1
H -4.636 -2.395 0.936 0.0 0.0 0.1
H -3.262 -3.387 -0.934 0.0 -0.1 0.0
H -2.781 -3.882 0.687 0.0 -0.1 -0.1
H -0.945 -2.162 0.641 0.1 0.1 0.1
H -1.368 -1.802 -1.041 0.1 0.1 -0.1
```
Forces are in eV/Å.

SMILES: CCCCCCCCOC(=O)C[N+](C)(C)C/C=C(/C)Cl
electronic energy: -1293.44851 Eh
E_LUMO: -2.4 eV
charge: +1
relative energy (zero: lowest compared OMol25 entry of this formula, charge and spin): 3.16 kcal per mole